1.
22
Properties=species:S:1:pos:R:3 method="wB97M-V/def2-TZVPD" homo_lumo_gap_ha=0.176 e_lumo_ev=-6.81 charge=+1 e_above_lowest_ev=3.000
In 5.0866 -1.1175 20.8326
C -0.5073 0.5739 14.3659
C 0.7102 0.3861 15.0874
C 2.0572 0.8546 14.3884
O 3.0627 0.8741 15.0637
C 1.9573 1.2208 13.0008
C 0.7471 1.3339 12.4014
C -0.5589 1.0270 13.0930
O -1.7776 1.1891 12.6281
O 0.8877 1.6785 11.1672
O 0.7660 -0.1231 16.2470
H -1.4140 0.2946 14.8820
H 2.8761 1.3795 12.4557
C 13.1962 -2.2357 21.3812
C 12.1098 -2.3018 20.2866
O 11.1514 -1.2402 20.3046
H 12.7009 -2.2802 22.3511
H 13.8246 -1.3507 21.2815
H 13.8001 -3.1422 21.3399
H 11.5916 -3.2549 20.3920
H 12.5829 -2.3518 19.3059
H 11.5100 -0.5334 19.7630

***

2.
21
Properties=species:S:1:pos:R:3 method="wB97M-V/def2-TZVPD" homo_lumo_gap_ha=0.349 e_lumo_ev=-0.04 e_above_lowest_ev=2.423
C -2.6037 1.2901 0.1634
C -1.4022 2.0300 0.3922
C -2.5218 -0.1023 -0.0181
C -0.2099 1.4041 0.3530
C -1.2969 -0.7614 -0.1102
C -0.1933 0.0372 0.0736
C -0.7889 -2.1153 -0.4837
C 0.6358 -1.9207 -0.3718
N 3.1024 1.6160 0.2674
N 0.9545 -0.7348 -0.0713
O 3.5024 -0.9118 0.8433
O 3.2556 -0.1577 -1.4932
S 3.0232 0.0756 -0.0727
H -3.5841 1.9330 -0.0340
H -1.4771 3.1354 0.6774
H -3.3548 -0.6775 -0.3149
H 0.6975 2.0133 0.7163
H -1.1400 -2.9253 0.3049
H -0.9351 -2.2585 -1.4982
H 1.3102 -2.7132 -0.5626
H 3.0261 1.7437 1.2393

***

3.
24
Properties=species:S:1:pos:R:3 method="wB97M-V/def2-TZVPD" homo_lumo_gap_ha="0.259 / 0.253" e_lumo_ev="-2.28 / -2.51"
C -1.3633 -0.8233 0.9250
C -2.7223 -1.1257 0.7785
C -3.3345 -1.0269 -0.4843
C -2.5468 -0.7268 -1.6047
C -1.1847 -0.4577 -1.4624
C -0.6196 -0.4233 -0.1851
C 0.8135 0.1156 -0.0262
C 0.9457 1.3860 0.9319
O 0.2428 2.3798 0.2829
N 1.1986 3.5790 0.0380
O 2.1198 3.6793 0.8193
O 0.8391 4.2681 -0.8815
O 1.3993 0.3992 -1.1465
O 3.5042 -3.9221 0.2358
N 3.9009 -2.7632 0.1591
O 5.0501 -2.3538 0.0717
H -0.8510 -0.8750 1.8901
H -3.3099 -1.4228 1.6437
H -4.4065 -1.1859 -0.6000
H -2.9773 -0.6823 -2.6033
H -0.5611 -0.2325 -2.3269
H 1.3846 -0.6133 0.6137
H 0.4643 1.2156 1.9082
H 2.0143 1.6122 1.0229

***

Per-record molecular weight, g mol⁻¹: 298.965; 196.231; 228.160
Per-record DFT total energy, eV: -23823.0582; -26333.1878; -23680.1942